A molecular structure, C44H42N5O3P2PtSe2. Source: the OMol25 dataset; level of theory: ωB97M-V/def2-TZVPD.

The energy relative to the best compared isomer or geometry (same formula, charge and spin) comes out at 93.1 kcal/mol. Its HOMO energy is -9.79 eV. Its charge is +1. As for the orbital gap: 4.9 eV.

Cartesian coordinates (Å):
Pt 1.58 0.73 -0.32
N 2.40 1.30 2.00
N 3.46 2.18 1.77
C 3.89 2.48 0.47
O 4.99 2.99 0.33
O 3.06 2.22 -0.49
H 1.69 1.74 2.57
H 2.72 0.45 2.45
H 4.15 2.30 2.49
Se -4.66 -1.48 -1.94
P -4.27 -0.64 -0.03
C -5.12 0.94 0.26
C -4.92 1.62 1.46
C -5.64 2.77 1.73
C -6.57 3.23 0.81
C -6.78 2.55 -0.37
C -6.05 1.40 -0.66
C -4.77 -1.71 1.36
C -4.22 -2.98 1.47
C -4.54 -3.79 2.55
C -5.46 -3.35 3.49
C -6.06 -2.11 3.35
C -5.72 -1.29 2.29
C -2.47 -0.41 0.12
C -1.53 0.60 -0.14
N -0.32 0.01 0.02
N -0.49 -1.26 0.33
N -1.76 -1.53 0.38
P -1.52 2.37 -0.35
Se 0.37 2.95 -1.22
C -1.75 3.05 1.32
C -1.84 4.44 1.47
C -1.99 4.98 2.74
C -2.02 4.15 3.85
C -1.88 2.78 3.70
C -1.74 2.23 2.44
C -2.89 2.82 -1.44
C -3.75 3.88 -1.19
C -4.67 4.25 -2.15
C -4.74 3.57 -3.36
C -3.89 2.50 -3.60
C -2.95 2.13 -2.65
H -4.21 1.25 2.18
H -5.47 3.30 2.66
H -7.15 4.13 1.03
H -7.52 2.90 -1.08
H -6.20 0.87 -1.59
H -3.52 -3.33 0.73
H -4.08 -4.76 2.64
H -5.71 -3.98 4.33
H -6.80 -1.78 4.07
H -6.19 -0.32 2.18
H -1.78 5.08 0.60
H -2.08 6.05 2.86
H -2.14 4.58 4.84
H -1.88 2.14 4.57
H -1.65 1.16 2.33
H -3.73 4.40 -0.24
H -5.34 5.09 -1.96
H -5.47 3.86 -4.10
H -3.94 1.96 -4.54
H -2.28 1.31 -2.84
C 9.76 -2.45 -2.00
C 8.42 -1.78 -1.89
C 8.28 -0.41 -2.01
C 7.04 0.21 -1.90
C 6.96 1.71 -2.07
C 5.90 -0.58 -1.65
C 4.65 0.12 -1.44
O 3.58 -0.37 -1.05
C 6.03 -1.99 -1.55
C 4.86 -2.91 -1.35
C 7.29 -2.56 -1.68
H 10.56 -1.73 -2.20
H 9.75 -3.19 -2.80
H 10.00 -2.97 -1.07
H 9.16 0.20 -2.19
H 7.96 2.13 -2.15
H 6.46 2.19 -1.23
H 6.41 1.96 -2.97
H 4.68 1.19 -1.62
H 4.14 -2.79 -2.16
H 4.34 -2.68 -0.43
H 5.19 -3.95 -1.33
H 7.39 -3.63 -1.60
C 1.44 -2.36 -0.61
C 1.30 -3.72 -0.48
C 1.52 -4.36 0.77
C 1.38 -5.72 0.89
C 1.02 -6.48 -0.23
C 0.80 -5.88 -1.47
C 0.94 -4.52 -1.60
H 1.27 -1.87 -1.56
H 1.75 -1.76 0.24
H 1.80 -3.75 1.62
H 1.56 -6.21 1.83
H 0.91 -7.56 -0.13
H 0.53 -6.49 -2.32
H 0.79 -4.04 -2.56

=====

A molecular structure, C44H43AsCl5IMnN2O2. Source: the OMol25 dataset; level of theory: ωB97M-V/def2-TZVPD.

The expectation value of S² is 8.76. The spin multiplicity is 6. Its HOMO energy (alpha / beta) is -6.41 / -6.41 eV. As for the orbital gap (alpha / beta): 6.1 / 6.0 eV.

Cartesian coordinates (Å):
Mn 0.96 -0.53 -1.32
N 1.23 -4.15 -2.73
C 0.89 -3.29 -1.82
O 0.09 -2.33 -2.04
C 1.47 -3.42 -0.44
I 4.48 -4.72 -1.89
H 1.03 -3.91 -3.69
H 2.08 -4.72 -2.54
H 2.01 -4.36 -0.31
H 2.23 -2.65 -0.35
Cl 1.18 -0.45 -4.32
C 2.79 -0.69 -3.64
C 2.91 -0.63 -2.25
C 4.19 -0.84 -1.78
Cl 4.43 -0.86 -0.05
C 5.29 -1.09 -2.61
Cl 6.86 -1.34 -1.95
C 5.10 -1.14 -3.99
Cl 6.43 -1.46 -5.03
C 3.83 -0.95 -4.51
Cl 3.58 -1.03 -6.22
O -0.54 0.71 -2.02
As -1.96 1.53 -1.67
C -1.55 3.38 -1.56
C -0.23 3.76 -1.83
C 0.11 5.10 -1.80
C -0.86 6.06 -1.50
C -2.17 5.68 -1.26
C -2.53 4.34 -1.30
C -2.80 0.85 -0.11
C -2.67 -0.52 0.12
C -3.25 -1.09 1.25
C -3.96 -0.29 2.14
C -4.09 1.07 1.90
C -3.52 1.65 0.78
C -3.21 1.34 -3.09
C -4.39 0.62 -2.91
C -5.26 0.47 -3.98
C -4.95 1.02 -5.22
C -3.77 1.73 -5.39
C -2.89 1.90 -4.33
H 0.50 3.01 -2.07
H 1.13 5.40 -2.01
H -0.58 7.11 -1.47
H -2.93 6.43 -1.05
H -3.56 4.05 -1.16
H -2.12 -1.14 -0.58
H -3.15 -2.15 1.43
H -4.40 -0.73 3.02
H -4.65 1.69 2.60
H -3.61 2.71 0.62
H -4.62 0.19 -1.95
H -6.18 -0.09 -3.85
H -5.63 0.89 -6.05
H -3.53 2.16 -6.36
H -1.97 2.44 -4.47
C 0.18 -3.82 4.92
C 0.24 -3.56 3.43
C -0.13 -4.65 2.53
C -0.08 -4.50 1.21
C -0.43 -5.60 0.25
C 0.34 -3.19 0.61
C 0.64 -2.04 1.55
C 0.59 -2.35 2.98
N 0.88 -0.90 1.01
C 1.14 0.30 1.87
C 1.43 1.47 0.92
C 1.69 2.78 1.67
C 2.90 2.60 2.59
C 2.62 1.45 3.56
C 1.38 1.78 4.41
C 0.17 1.99 3.49
C 0.45 3.13 2.51
C -0.09 0.69 2.70
C 2.38 0.15 2.78
H 0.16 -4.89 5.14
H -0.72 -3.38 5.35
H 1.04 -3.38 5.42
H -0.44 -5.60 2.96
H -0.99 -6.39 0.75
H 0.48 -6.04 -0.18
H -1.02 -5.22 -0.59
H -0.51 -2.85 0.03
H 0.85 -1.59 3.70
H 0.56 1.60 0.27
H 2.30 1.23 0.30
H 1.89 3.57 0.95
H 3.11 3.52 3.13
H 3.79 2.37 1.99
H 3.48 1.31 4.22
H 1.56 2.69 4.99
H 1.18 0.97 5.12
H -0.71 2.22 4.08
H 0.63 4.06 3.06
H -0.41 3.30 1.86
H -0.93 0.83 2.02
H -0.38 -0.10 3.39
H 2.27 -0.67 3.49
H 3.24 -0.08 2.17

=====

A molecular structure, C44H43BCdCl2F9IN11OP. Source: the OMol25 dataset; level of theory: ωB97M-V/def2-TZVPD.

The expectation value of S² is 0.75. The spin multiplicity is 2. Its HOMO energy (alpha / beta) is -10.82 / -10.82 eV. Its charge is +1. As for the orbital gap (alpha / beta): 8.9 / 8.2 eV.

Cartesian coordinates (Å):
Cd -0.55 1.65 1.06
C -0.68 4.50 3.86
C 0.61 4.08 3.24
C 1.84 4.74 3.29
C 2.70 3.95 2.57
N 2.03 2.87 2.13
N 0.73 2.95 2.54
B 2.61 1.69 1.28
N 2.02 0.31 1.76
C 2.73 -0.78 2.10
C 1.86 -1.74 2.57
C 0.59 -1.16 2.49
C -0.73 -1.71 2.89
N 0.70 0.07 2.00
N 2.23 1.94 -0.22
C 2.97 2.23 -1.30
C 2.12 2.36 -2.39
C 0.84 2.13 -1.88
C -0.46 2.09 -2.61
N 0.92 1.90 -0.58
N 4.10 1.62 1.52
C 4.68 1.60 2.75
C 6.02 1.36 2.58
C 6.18 1.23 1.18
C 7.44 0.95 0.42
N 5.03 1.38 0.56
H -0.49 5.06 4.77
H -1.26 5.14 3.18
H -1.29 3.63 4.11
H 2.07 5.67 3.79
H 3.75 4.07 2.35
H 3.80 -0.80 1.99
H 2.11 -2.73 2.93
H -0.62 -2.71 3.31
H -1.19 -1.08 3.65
H -1.40 -1.77 2.03
H 4.04 2.29 -1.22
H 2.40 2.56 -3.41
H -0.51 2.89 -3.36
H -0.57 1.14 -3.14
H -1.30 2.20 -1.93
H 4.10 1.74 3.65
H 6.78 1.28 3.34
H 8.30 0.93 1.08
H 7.38 -0.01 -0.09
H 7.61 1.72 -0.34
N -4.27 -1.05 1.57
C -3.78 -0.20 0.64
O -2.58 0.03 0.55
C -4.81 0.39 -0.30
C -4.37 1.65 -0.95
H -3.62 -1.57 2.15
H -5.25 -1.27 1.63
H -5.75 0.52 0.24
H -5.01 -0.39 -1.05
H -5.06 2.19 -1.57
H -3.36 1.99 -0.85
Cl -2.42 5.16 -1.75
C -0.73 5.58 -1.38
Cl -0.25 4.95 0.20
H -0.65 6.66 -1.37
H -0.09 5.13 -2.14
F -4.38 -1.12 -6.62
C -4.58 -2.10 -5.72
F -4.56 -3.26 -6.38
F -5.83 -1.93 -5.23
C -3.56 -2.05 -4.62
C -2.81 -3.17 -4.29
C -1.88 -3.10 -3.26
C -1.68 -1.91 -2.56
C -2.46 -0.80 -2.89
C -3.39 -0.86 -3.91
P -0.50 -1.69 -1.17
C -0.85 -3.21 -0.20
C -2.16 -3.60 0.05
C -2.43 -4.64 0.94
C -1.39 -5.28 1.58
C -0.07 -4.92 1.32
C 0.19 -3.88 0.44
C -1.64 -6.38 2.58
F -1.03 -7.52 2.22
F -1.17 -6.04 3.79
F -2.95 -6.64 2.72
C 1.17 -2.05 -1.84
C 1.55 -3.15 -2.62
C 2.86 -3.30 -3.03
C 3.82 -2.37 -2.65
C 3.47 -1.28 -1.86
C 2.15 -1.13 -1.47
C 5.25 -2.51 -3.08
F 6.06 -2.72 -2.02
F 5.69 -1.39 -3.68
F 5.44 -3.53 -3.93
H -2.95 -4.09 -4.82
H -1.34 -3.99 -2.98
H -2.34 0.12 -2.33
H -3.99 0.00 -4.16
H -2.98 -3.11 -0.45
H -3.45 -4.94 1.12
H 0.74 -5.44 1.81
H 1.22 -3.60 0.25
H 0.83 -3.90 -2.90
H 3.15 -4.15 -3.64
H 4.21 -0.56 -1.56
H 1.87 -0.29 -0.85
I -5.69 2.66 4.55
C -4.29 2.94 3.09
C -4.19 3.98 2.20
N -3.11 3.74 1.43
N -2.51 2.59 1.77
C -3.21 2.09 2.78
H -4.80 4.86 2.06
H -2.77 4.28 0.65
H -2.93 1.16 3.24

=====

A molecular structure, C44H43N6O7PSZn. Source: the OMol25 dataset; level of theory: ωB97M-V/def2-TZVPD.

The energy relative to the best compared isomer or geometry (same formula, charge and spin) comes out at 0.0 kcal/mol. Its HOMO energy is -6.78 eV. As for the orbital gap: 6.9 eV.

Cartesian coordinates (Å):
Zn -0.12 -0.12 -0.09
O 1.89 1.75 -3.07
S 1.66 0.85 -1.92
O 0.24 0.23 -2.03
O 1.62 1.10 1.41
C 2.87 -0.51 -2.19
C 3.74 -0.42 -3.26
C 4.90 -1.18 -3.28
C 5.21 -1.98 -2.19
C 4.34 -2.09 -1.12
C 3.16 -1.36 -1.11
P 1.78 -1.55 0.11
C 1.28 -3.16 -0.97
C 0.06 -3.12 -1.62
C -0.38 -4.13 -2.48
C 0.43 -5.22 -2.71
C 1.68 -5.27 -2.12
C 2.10 -4.25 -1.28
C 1.87 -2.46 1.70
C 2.25 -3.79 1.86
C 2.17 -4.42 3.09
C 1.70 -3.73 4.20
C 1.29 -2.41 4.06
C 1.37 -1.79 2.82
H 3.50 0.27 -4.06
H 5.57 -1.12 -4.13
H 6.15 -2.53 -2.18
H 4.61 -2.71 -0.28
H -0.55 -2.25 -1.48
H -1.34 -4.05 -2.97
H 0.10 -6.02 -3.37
H 2.34 -6.11 -2.32
H 3.10 -4.31 -0.88
H 2.60 -4.35 1.01
H 2.47 -5.45 3.19
H 1.64 -4.21 5.16
H 0.90 -1.86 4.91
H 1.02 -0.77 2.72
C 1.06 4.67 3.78
O 0.25 4.49 2.63
C 0.00 5.56 1.85
C 0.36 6.86 2.17
C -0.03 7.92 1.37
C -0.80 7.70 0.24
C -1.14 6.40 -0.10
C -0.73 5.32 0.67
N -1.16 4.03 0.29
C -0.47 2.85 0.33
N 0.88 2.99 0.22
C 1.90 2.34 0.92
C 2.59 0.07 1.09
C 3.86 0.18 1.48
C 4.52 1.31 2.11
C 4.17 2.59 1.93
C 3.03 3.03 1.15
O 3.05 4.33 0.67
C 4.13 4.61 -0.22
N -1.07 1.70 0.43
C -2.48 1.66 0.56
C -3.05 1.16 1.71
C -4.43 0.98 1.81
C -5.24 1.30 0.74
C -4.68 1.82 -0.43
C -3.31 2.00 -0.52
O -2.68 2.49 -1.63
C -3.44 2.71 -2.79
H 1.24 3.68 4.18
H 0.55 5.28 4.54
H 2.01 5.14 3.52
H 0.93 7.05 3.07
H 0.24 8.93 1.66
H -1.11 8.53 -0.38
H -1.73 6.21 -0.99
H -2.07 3.99 -0.13
H 1.19 3.91 -0.06
H 4.48 -0.68 1.29
H 5.40 1.09 2.70
H 4.76 3.38 2.36
H 3.89 5.55 -0.71
H 4.22 3.81 -0.97
H 5.07 4.72 0.32
H -2.40 0.87 2.53
H -4.85 0.56 2.71
H -6.31 1.16 0.79
H -5.33 2.07 -1.26
H -2.73 2.98 -3.56
H -4.16 3.53 -2.65
H -3.98 1.81 -3.09
C -4.51 -2.79 -2.18
N -3.68 -2.21 -1.15
C -3.63 -2.69 0.22
C -2.48 -1.86 0.80
O -2.07 -1.90 1.93
N -1.99 -1.07 -0.21
C -2.68 -1.33 -1.33
N -2.40 -0.73 -2.48
H -5.38 -3.23 -1.71
H -3.98 -3.57 -2.73
H -4.85 -2.02 -2.87
H -3.38 -3.76 0.26
H -4.56 -2.52 0.75
H -1.51 -0.22 -2.52
H -2.73 -1.13 -3.34

=====

Largest force on an atom values (in eV Å⁻¹) by entry order: 5.251 0.764 0.497 0.664.
E_tot values (in Eh) by entry order: -7806.005667 -7947.995290 -5030.887818 -5076.512180.